(1)
{"formula": "C13H14AsN5O7STi", "method": "ωB97M-V/def2-TZVPD", "e_lumo_ev": -7.96, "spin_multiplicity": 1, "e_tot_ev": -130267.4563, "fmax_ev_per_a": 0.28, "e_above_lowest_kcal_mol": 18.5, "homo_lumo_gap_ev": 7.77, "total_charge": 2, "species": ["Ti", "N", "C", "N", "C", "N", "C", "C", "N", "C", "C", "N", "H", "H", "H", "H", "H", "O", "As", "O", "O", "C", "C", "C", "C", "C", "C", "S", "O", "O", "O", "H", "H", "H", "H", "H", "C", "O", "H", "H", "H", "H"], "coordinates": [[0.4923, -0.0067, -0.7063], [4.3254, -0.0805, -2.4544], [3.2143, 0.6237, -2.3141], [2.2608, -0.1958, -1.8761], [2.8966, -1.4033, -1.7622], [4.1511, -1.3723, -2.0972], [2.0951, -2.5196, -1.2728], [2.4872, -3.8426, -1.2168], [1.6464, -4.7859, -0.8018], [0.4237, -4.4159, -0.4543], [0.0085, -3.0857, -0.4886], [0.8570, -2.1395, -0.8967], [5.2286, 0.2290, -2.7891], [3.1087, 1.6739, -2.5334], [3.4854, -4.1402, -1.5130], [-0.2598, -5.1917, -0.1341], [-0.9969, -2.7896, -0.2137], [2.5600, 2.9669, 0.8784], [1.0872, 2.1239, 0.6996], [1.4986, 0.4579, 0.8210], [0.6444, 1.8829, -0.9395], [-0.3228, 2.7588, 1.7606], [-0.0406, 3.4118, 2.9592], [-1.0883, 3.8483, 3.7516], [-2.3976, 3.6294, 3.3457], [-2.6821, 2.9724, 2.1542], [-1.6474, 2.5275, 1.3579], [-2.0665, 0.3103, -0.0694], [-0.9085, -0.1994, 0.7909], [-1.9315, 1.9431, 0.1315], [-1.3447, 0.1803, -1.4240], [2.4884, 3.9211, 1.0393], [0.9828, 3.5705, 3.2760], [-0.8832, 4.3592, 4.6816], [-3.2152, 3.9783, 3.9619], [-3.7024, 2.8190, 1.8286], [-3.8229, -2.2874, -1.6104], [-3.0343, -2.2592, -0.4061], [-4.6781, -1.6153, -1.5333], [-4.1709, -3.2966, -1.8249], [-3.1772, -1.9545, -2.4195], [-3.5716, -2.6067, 0.3138]]}

---

(2)
{"formula": "C13H14AuClIN2O8P2", "method": "ωB97M-V/def2-TZVPD", "e_lumo_ev": [-4.03, -5.92], "spin_multiplicity": 3, "e_tot_ev": -75958.8200, "fmax_ev_per_a": 3.27, "e_above_lowest_kcal_mol": 8.6, "s_squared": 2.0383, "homo_lumo_gap_ev": [7.60, 6.51], "total_charge": 1, "species": ["Au", "Cl", "C", "C", "C", "I", "C", "O", "C", "N", "C", "C", "C", "C", "H", "H", "H", "H", "C", "C", "O", "P", "O", "O", "O", "P", "O", "O", "O", "H", "H", "H", "H", "H", "H", "H", "C", "C", "N", "H", "H", "H"], "coordinates": [[-0.5031, 0.2914, 0.1841], [4.9793, 0.7093, 4.2933], [3.3892, 0.7487, 3.7102], [2.3552, 0.5224, 4.6170], [1.0328, 0.5363, 4.1992], [-0.4187, 0.3411, 5.6252], [0.7318, 0.7049, 2.7976], [-0.4112, 0.5314, 2.3471], [1.8148, 0.9817, 1.8996], [1.4726, 1.1131, 0.5855], [2.4051, 1.5701, -0.2267], [3.7404, 1.8305, 0.2088], [4.1034, 1.5849, 1.4900], [3.1501, 1.0768, 2.3679], [2.6029, 0.3995, 5.6637], [2.1330, 1.6968, -1.2471], [4.4150, 2.2166, -0.5265], [5.0988, 1.7795, 1.8753], [-0.5168, -3.5742, -2.6070], [-0.5816, -2.2946, -1.7633], [0.5699, -2.1425, -0.9332], [-0.5879, -0.7864, -2.8072], [-1.9404, -0.7655, -3.5866], [0.4953, -0.8524, -3.9637], [-0.3401, 0.4101, -1.9354], [-2.1878, -2.2102, -0.8652], [-2.1256, -3.4571, 0.1210], [-3.2089, -2.3404, -1.9474], [-2.1771, -0.9422, -0.0269], [0.3936, -3.6328, -3.1841], [-1.4060, -3.6347, -3.2203], [-0.5209, -4.4436, -1.9331], [0.8207, -3.0317, -0.6855], [-2.6648, -1.2026, -3.0136], [0.1315, -0.5696, -4.7764], [-2.8631, -4.0710, 0.0973], [-4.1504, 3.8928, -0.6044], [-3.3888, 2.6829, -0.2575], [-2.7537, 1.7584, 0.0822], [-4.2425, 4.4799, 0.2628], [-5.1631, 3.5826, -0.9257], [-3.6827, 4.5102, -1.3911]]}

---

no.,M (g/mol)
1,507.14
2,747.53